C14H11Cl2N4PtS2 as an isolated structure. Source: the OMol25 dataset; level of theory: wB97M-V/def2-TZVPD.

Geometry (Å):
Pt  1.63  -0.38  -0.52
C  5.90  2.43  -1.88
S  4.30  3.26  -1.96
C  3.22  2.05  -1.25
S  3.57  0.36  -1.44
N  2.18  2.58  -0.68
N  1.29  1.68  -0.20
C  0.25  2.16  0.44
C  -0.71  1.42  1.15
C  -1.59  2.13  2.01
C  -2.37  1.52  2.94
C  -2.27  0.10  3.08
C  -1.50  -0.58  2.21
N  -0.82  0.02  1.18
H  6.61  3.12  -2.35
H  5.88  1.50  -2.44
H  6.19  2.24  -0.85
H  0.15  3.24  0.49
H  -1.59  3.21  1.91
H  -3.01  2.10  3.58
H  -2.78  -0.43  3.86
H  -1.39  -1.66  2.23
Cl  1.04  -3.36  -0.60
C  -0.65  -2.98  -0.79
C  -1.46  -3.95  -1.35
C  -2.82  -3.71  -1.51
C  -3.32  -2.48  -1.16
C  -2.49  -1.50  -0.63
Cl  -3.22  0.08  -0.45
C  -1.12  -1.71  -0.36
N  -0.25  -0.84  0.24
H  -1.02  -4.89  -1.63
H  -3.46  -4.48  -1.93
H  -4.36  -2.23  -1.33

As for the expectation value of S²: 2.0471. The value obtained for the HOMO-LUMO gap (spin up / spin down) is 0.2087 / 0.2344 Eh. The spin multiplicity is 3. The value obtained for the HOMO energy (spin up / spin down) is -2.78 / -3.82 eV. Its net charge is -1.

Let us look at the natural (NBO) charges, expressed in e, one per atom:
1 Pt 0.35
2 C -0.75
3 S 0.24
4 C -0.11
5 S -0.26
6 N -0.39
7 N -0.33
8 C -0.02
9 C 0.09
10 C -0.18
11 C -0.25
12 C -0.31
13 C 0.05
14 N -0.19
15 H 0.21
16 H 0.23
17 H 0.22
18 H 0.19
19 H 0.21
20 H 0.20
21 H 0.21
22 H 0.22
23 Cl 0.02
24 C -0.10
25 C -0.22
26 C -0.28
27 C -0.21
28 C -0.12
29 Cl -0.02
30 C 0.20
31 N -0.53
32 H 0.22
33 H 0.21
34 H 0.21